ORCA calculation (ωB97M-V/def2-TZVPD) on a single C3H8N4O molecule.

Cartesian coordinates (Å):
C: -1.545 0.369 -0.025
C: -0.184 1.169 -0.203
C: 0.911 0.399 -1.015
H: -1.839 -1.707 2.046
H: -0.237 -0.857 1.937
H: -2.616 0.785 -0.539
H: -0.159 2.402 -0.567
H: 0.310 1.373 0.835
H: 0.933 1.608 -2.619
H: 2.252 -1.038 -1.142
H: 0.834 -1.402 1.321
N: -1.049 -1.370 1.466
N: -1.814 -0.740 0.545
N: 1.300 0.782 -2.198
N: 1.280 -0.908 -0.610
O: 1.622 -0.867 0.768

E_tot: -413.1672 Ha
Maximum force: 4.8 eV Å⁻¹
SMILES string: [H]/N=C(\C/C=N\N)NO
HOMO: -9.22 eV
Gap between HOMO and LUMO: 9.9 eV
ΔE to the lowest compared entry with this formula, charge and spin: 653.4 kJ/mol

=====

ORCA calculation (ωB97M-V/def2-TZVPD) on 2 unconnected molecules or ions with the total composition C5H9NO.

Cartesian coordinates (Å):
C: 1.023 -1.777 0.434
C: -0.397 0.453 -0.712
C: 0.729 1.353 -0.449
C: -1.573 0.631 0.146
O: -1.472 1.478 1.275
C: 1.021 -1.742 -1.030
N: 1.240 -1.983 -2.140
H: 0.270 -1.212 1.004
H: 0.867 -2.838 0.627
H: 2.017 -1.493 0.788
H: 1.684 1.053 -0.903
H: 0.849 1.763 0.560
H: 0.335 2.168 -1.090
H: -2.287 1.026 -0.601
H: -1.954 -0.367 0.421
H: -2.351 1.486 1.670

E_tot: -325.7450 Ha
Maximum force: 1.1 eV Å⁻¹
HOMO: -8.38 eV
Gap between HOMO and LUMO: 8.7 eV
ΔE to the lowest compared entry with this formula, charge and spin: 505.5 kJ/mol

=====

ORCA calculation (ωB97M-V/def2-TZVPD) on 2 unconnected molecules or ions with the total composition C2H10N3O.

Cartesian coordinates (Å):
C: 0.012 1.374 1.927
N: -0.453 0.762 0.660
C: 0.420 0.555 -0.343
N: 0.362 -0.569 -1.076
N: 1.352 1.464 -0.619
H: -0.853 1.339 2.594
H: 0.765 0.760 2.389
H: 0.214 2.432 1.794
H: -1.305 0.230 0.637
H: -0.369 -1.228 -0.839
H: 0.513 -0.482 -2.072
H: 1.898 1.359 -1.460
H: 1.388 2.323 -0.097
H: -1.097 -3.951 -1.740
H: -1.605 -3.267 -0.441
O: -1.242 -3.101 -1.314

E_tot: -321.5054 Ha
Maximum force: 2.0 eV Å⁻¹
HOMO: -14.95 eV
Gap between HOMO and LUMO: 11.9 eV
ΔE to the lowest compared entry with this formula, charge and spin: 51.5 kJ/mol
Net charge: +1

=====

ORCA calculation (ωB97M-V/def2-TZVPD) on a gas-phase ion, C2HO4S (charge -1).

Cartesian coordinates (Å):
C: 0.760 -0.936 0.005
C: -0.320 0.274 0.094
O: 1.892 -0.366 -0.031
O: 0.424 -2.097 -0.057
O: -2.741 1.127 -0.105
O: 0.341 1.364 -0.024
S: -1.964 -0.142 0.058
H: 1.608 0.777 0.060

E_tot: -776.0103 Ha
Maximum force: 3.4 eV Å⁻¹
SMILES string: O=C(O)C(=O)S[O-]
HOMO: -3.66 eV
Gap between HOMO and LUMO: 7.5 eV
ΔE to the lowest compared entry with this formula, charge and spin: 38.8 kJ/mol
Net charge: -1

=====

ORCA calculation (ωB97M-V/def2-TZVPD) on a single C5H9N molecule.

Cartesian coordinates (Å):
C: -0.550 1.331 -0.392
C: -0.432 0.012 0.382
C: -1.034 -1.161 -0.392
C: 1.022 -0.311 0.823
C: 2.066 0.127 -0.111
N: 2.893 0.507 -0.827
H: -0.528 2.199 0.275
H: -1.491 1.364 -0.950
H: 0.263 1.447 -1.116
H: -1.000 0.110 1.315
H: -0.532 -1.309 -1.355
H: -2.098 -0.985 -0.586
H: -0.953 -2.092 0.182
H: 1.128 -1.393 0.964
H: 1.247 0.155 1.788

E_tot: -250.6615 Ha
Maximum force: 1.2 eV Å⁻¹
SMILES string: CC(C)CC#N
HOMO: -11.44 eV
Gap between HOMO and LUMO: 12.3 eV
ΔE to the lowest compared entry with this formula, charge and spin: 14.4 kJ/mol

=====

ORCA calculation (ωB97M-V/def2-TZVPD) on a single H3NO molecule.

Cartesian coordinates (Å):
H: 0.282 -0.660 1.196
H: 0.456 -0.160 -1.059
H: -0.948 0.076 -0.590
N: -0.029 0.455 -0.476
O: 0.239 0.289 0.929

E_tot: -131.7140 Ha
Maximum force: 2.5 eV Å⁻¹
SMILES string: NO
HOMO: -10.34 eV
Gap between HOMO and LUMO: 11.3 eV
ΔE to the lowest compared entry with this formula, charge and spin: 16.7 kJ/mol

=====

ORCA calculation (ωB97M-V/def2-TZVPD) on 4 unconnected molecules or ions with the total composition C4H17NO3.

Cartesian coordinates (Å):
C: 0.629 -0.824 1.152
C: 1.085 -1.639 -0.083
C: 0.542 -0.766 -1.407
C: 0.655 -1.462 -2.720
N: 2.572 -1.958 0.047
H: 1.001 -1.331 2.090
H: 0.972 0.302 1.096
H: -0.319 -0.473 1.002
H: 0.775 -2.707 -0.146
H: -0.478 -0.503 -1.011
H: 1.359 0.036 -1.462
H: 1.640 -1.291 -3.094
H: 0.360 -2.475 -2.791
H: 0.007 -1.233 -3.492
H: 2.645 -2.764 0.682
H: 3.060 -1.030 0.341
H: -3.040 3.272 0.391
H: -3.944 4.336 0.332
O: -3.023 4.249 0.347
H: -0.838 6.149 0.937
H: -1.841 6.988 1.741
O: -0.884 6.831 1.691
H: -0.173 -4.130 1.299
H: -1.618 -3.322 1.514
O: -1.145 -4.254 1.545

E_tot: -442.9410 Ha
Maximum force: 3.6 eV Å⁻¹
HOMO (spin up / spin down): 0.73 / -6.62 eV
Multiplicity: 2
Gap between HOMO and LUMO (spin up / spin down): 2.3 / 9.6 eV
ΔE to the lowest compared entry with this formula, charge and spin: 219.7 kJ/mol
Net charge: -1

=====

ORCA calculation (ωB97M-V/def2-TZVPD) on a molecular structure, C41H43BCl2N7O4S3Zr.

Cartesian coordinates (Å):
Zr: 0.044 -0.180 -0.086
C: 0.939 4.112 1.283
N: -0.333 3.720 1.873
C: -0.797 4.111 3.108
C: -1.997 3.514 3.271
N: -2.263 2.753 2.151
B: -3.585 1.862 2.143
N: -3.900 1.322 0.727
C: -4.746 1.933 -0.174
C: -4.764 1.193 -1.301
N: -3.919 0.122 -1.084
C: -3.623 -0.927 -2.050
C: -3.394 0.226 0.151
S: -2.299 -0.905 0.868
C: -1.236 2.884 1.303
S: -1.016 2.250 -0.295
H: 1.380 4.887 1.904
H: 0.783 4.494 0.278
H: 1.613 3.261 1.226
H: -0.255 4.794 3.739
H: -2.697 3.567 4.088
H: -4.491 2.587 2.470
H: -3.397 0.946 2.906
H: -5.273 2.839 0.071
H: -5.299 1.323 -2.227
H: -4.346 -0.863 -2.858
H: -3.698 -1.899 -1.570
H: -2.622 -0.805 -2.454
C: 3.408 -7.022 2.504
O: 3.183 -5.776 1.855
C: 2.724 -5.817 0.574
C: 2.435 -6.973 -0.134
C: 1.975 -6.882 -1.444
C: 1.825 -5.646 -2.051
C: 2.135 -4.491 -1.348
C: 2.563 -4.572 -0.034
N: 2.938 -3.431 0.715
C: 2.394 -2.191 0.624
N: 3.250 -1.183 0.861
C: 3.227 0.114 0.273
C: 2.085 0.712 -0.245
C: 2.296 1.911 -0.958
C: 3.545 2.480 -1.092
C: 4.661 1.884 -0.507
C: 4.503 0.696 0.172
O: 5.519 -0.006 0.754
C: 6.845 0.460 0.532
N: 1.118 -1.972 0.335
C: 0.183 -3.058 0.498
C: -0.661 -3.427 -0.535
C: -1.590 -4.441 -0.359
C: -1.671 -5.086 0.860
C: -0.831 -4.729 1.911
C: 0.097 -3.713 1.742
O: 0.950 -3.299 2.704
C: 1.010 -4.068 3.899
H: 3.780 -6.786 3.495
H: 4.152 -7.617 1.971
H: 2.480 -7.592 2.590
H: 2.562 -7.944 0.323
H: 1.745 -7.789 -1.987
H: 1.484 -5.578 -3.077
H: 2.049 -3.518 -1.821
H: 3.668 -3.580 1.396
H: 4.202 -1.480 1.024
H: 1.456 2.407 -1.421
H: 3.666 3.402 -1.648
H: 5.637 2.336 -0.613
H: 7.504 -0.253 1.017
H: 6.994 1.446 0.974
H: 7.071 0.498 -0.535
H: -0.565 -2.925 -1.489
H: -2.238 -4.729 -1.176
H: -2.392 -5.880 1.008
H: -0.909 -5.246 2.857
H: 1.772 -3.604 4.519
H: 1.296 -5.099 3.678
H: 0.058 -4.054 4.432
C: -2.145 -1.492 -11.009
C: -1.672 -1.540 -9.582
O: -2.337 -1.899 -8.653
S: 0.035 -0.966 -9.416
C: 0.165 -0.884 -7.649
C: 0.240 0.363 -7.035
C: 0.271 0.449 -5.653
C: 0.217 -0.712 -4.876
C: 0.179 -1.957 -5.503
C: 0.158 -2.044 -6.884
C: 0.148 -0.604 -3.449
C: 0.047 -0.491 -2.238
H: -2.850 -2.299 -11.195
H: -1.312 -1.540 -11.710
H: -2.662 -0.541 -11.155
H: 0.263 1.259 -7.642
H: 0.323 1.412 -5.162
H: 0.162 -2.858 -4.903
H: 0.122 -3.008 -7.371
Cl: -1.188 -1.150 4.179
C: -0.417 0.399 3.920
Cl: 0.616 0.513 2.437
H: 0.260 0.585 4.742
H: -1.176 1.164 3.830

E_tot: -4459.1799 Ha
Maximum force: 1.8 eV Å⁻¹
HOMO: -10.19 eV
Gap between HOMO and LUMO: 7.3 eV
Net charge: +1

=====

ORCA calculation (ωB97M-V/def2-TZVPD) on a molecular structure, C2H3LaO.

Cartesian coordinates (Å):
H: -2.208 0.750 -1.107
O: -0.528 -0.535 -0.139
C: -1.798 -0.276 -0.206
C: -2.328 0.939 0.297
H: -3.419 0.957 0.392
H: -1.792 1.454 1.109
La: 1.741 0.187 0.017

E_tot: -183.9765 Ha
Maximum force: 3.5 eV Å⁻¹
HOMO (spin up / spin down): -18.05 / -15.75 eV
Gap between HOMO and LUMO (spin up / spin down): 8.1 / 5.7 eV
ΔE to the lowest compared entry with this formula, charge and spin: 88.3 kJ/mol
Net charge: +2

=====

ORCA calculation (ωB97M-V/def2-TZVPD) on 2 unconnected molecules or ions with the total composition H2NOP.

Cartesian coordinates (Å):
N: 0.642 0.417 -2.854
O: -0.455 -0.684 1.840
P: 0.223 1.243 -1.721
H: 0.346 -0.252 1.879
H: -0.757 -0.724 0.856

E_tot: -472.3417 Ha
Maximum force: 4.9 eV Å⁻¹
HOMO (spin up / spin down): -7.36 / -11.50 eV
Multiplicity: 3
Gap between HOMO and LUMO (spin up / spin down): 6.5 / 7.3 eV
ΔE to the lowest compared entry with this formula, charge and spin: 177.6 kJ/mol

=====

ORCA calculation (ωB97M-V/def2-TZVPD) on 13 unconnected molecules or ions with the total composition C5H37N2O14.

Cartesian coordinates (Å):
O: -0.507 -3.818 -2.753
C: -0.149 -2.459 -2.311
C: -1.515 -1.835 -2.332
C: -2.091 -1.583 -0.903
C: -1.900 -0.145 -0.446
C: -2.720 0.743 -1.004
N: -2.490 2.172 -0.862
N: -1.092 0.010 0.677
H: 0.357 -2.514 -1.289
H: -1.269 -0.742 -2.543
H: -1.994 -2.189 -3.126
H: -3.070 -1.984 -1.047
H: -1.684 -2.375 -0.141
H: -3.653 0.392 -1.255
H: -1.368 2.336 -1.078
H: -3.142 2.678 -1.404
H: -2.577 2.490 0.126
H: -1.010 -0.903 1.149
H: -0.330 0.521 0.606
H: 0.277 -4.297 -3.115
H: 1.337 0.058 -2.089
O: 1.596 0.583 -2.835
H: -3.261 0.776 3.521
H: -3.402 1.866 2.346
O: -3.643 1.622 3.222
H: 2.416 -1.081 0.279
H: 0.631 -1.838 -3.994
O: 0.924 -1.903 -3.079
H: 2.340 -4.420 1.476
H: 2.675 -3.072 1.882
O: 2.227 -3.561 1.159
H: 0.406 0.236 -4.155
H: -0.476 0.671 -5.326
O: -0.153 -0.170 -4.862
H: -1.415 -0.613 4.701
H: -2.039 -1.754 3.760
O: -1.296 -1.138 3.829
H: 0.803 2.098 -2.221
H: 1.397 3.298 -1.819
O: 0.548 3.074 -2.016
H: 2.584 2.510 3.857
H: 2.441 2.481 2.243
O: 2.390 2.009 3.069
H: 0.813 1.170 2.833
H: 3.301 -1.161 -1.018
O: 2.485 -0.754 -0.717
H: -0.771 2.059 1.752
H: 0.331 2.823 1.068
O: -0.661 2.817 1.167
H: 3.914 1.989 0.262
H: 4.183 3.480 -0.005
O: 3.576 2.798 0.419
H: -0.201 0.777 4.126
H: 2.330 0.014 -2.937
O: -0.142 0.980 3.200
H: 1.564 -1.850 4.019
H: 0.661 -1.677 2.821
O: 1.508 -1.692 3.116

E_tot: -1374.7438 Ha
Maximum force: 8.2 eV Å⁻¹
HOMO (spin up / spin down): -15.96 / -15.90 eV
Multiplicity: 2
Gap between HOMO and LUMO (spin up / spin down): 8.0 / 4.5 eV
ΔE to the lowest compared entry with this formula, charge and spin: 704.1 kJ/mol
Net charge: +2

=====

ORCA calculation (ωB97M-V/def2-TZVPD) on a single C2H4ClNOS molecule.

Cartesian coordinates (Å):
C: -0.064 -0.913 0.060
C: -0.315 -0.013 1.268
H: 0.260 1.984 -1.450
H: 0.363 -0.941 -1.922
H: -0.660 -0.647 2.074
H: 0.618 0.539 1.429
N: 0.407 -0.325 -1.116
O: -0.383 -2.064 0.025
S: 1.300 1.101 -1.308
Cl: -1.526 1.280 0.940

E_tot: -1066.9777 Ha
Maximum force: 1.7 eV Å⁻¹
SMILES string: O=C(CCl)NS
HOMO: -9.88 eV
Gap between HOMO and LUMO: 10.5 eV
ΔE to the lowest compared entry with this formula, charge and spin: 7.5 kJ/mol